1.
60
Properties=species:S:1:pos:R:3:nbo_charge:R:1 method="wB97M-V/def2-TZVPD" total_energy_ev=-96549.8469 gap_ev="8.0 / 7.6" multiplicity=3 lumo_energy_ev="2.5 / 2.5" e_above_lowest_ev=0.7506 charge=-1 molar_mass_g_mol=672.035
Tc -0.700 -0.330 0.368 1.15
C 5.842 0.917 -1.813 -0.62
C 5.471 -0.300 -0.997 -0.06
O 4.251 -0.027 -0.289 -0.83
P 2.980 -0.985 -0.475 1.68
S 1.658 -0.098 0.785 -0.45
S 2.579 -1.377 -2.346 -0.71
O 3.566 -2.297 0.268 -0.84
C 2.915 -3.573 0.174 -0.06
C 2.291 -3.925 1.511 -0.64
H 6.825 0.780 -2.271 0.20
H 5.869 1.804 -1.175 0.21
H 5.101 1.078 -2.598 0.22
H 6.233 -0.528 -0.252 0.17
H 5.343 -1.169 -1.640 0.20
H 3.674 -4.299 -0.115 0.17
H 2.172 -3.553 -0.619 0.20
H 3.054 -3.960 2.292 0.21
H 1.803 -4.905 1.455 0.20
H 1.548 -3.173 1.792 0.24
O -3.578 0.719 2.634 -0.95
S -2.673 1.019 1.570 2.55
O -2.810 2.369 0.999 -1.02
O -1.192 0.843 1.963 -0.92
O -2.740 0.005 0.415 -0.95
O -0.770 1.766 -0.643 -0.73
C -1.332 2.141 -1.915 -0.05
C -1.859 0.922 -2.625 -0.44
C -0.656 0.009 -2.942 -0.46
C -0.844 -1.425 -2.576 0.28
C -1.166 -2.372 -3.535 -0.26
C -1.253 -3.708 -3.192 -0.15
C -0.969 -4.060 -1.887 -0.26
C -0.675 -3.064 -0.979 0.10
N -0.653 -1.759 -1.283 -0.45
H -1.395 2.172 0.014 0.53
H -0.532 2.593 -2.500 0.17
H -2.107 2.886 -1.747 0.19
H -2.397 1.211 -3.532 0.21
H -2.568 0.426 -1.963 0.25
H 0.213 0.351 -2.378 0.25
H -0.382 0.071 -3.994 0.22
H -1.319 -2.041 -4.555 0.21
H -1.518 -4.455 -3.930 0.21
H -0.989 -5.089 -1.552 0.22
H -0.435 -3.312 0.042 0.22
Cl -1.989 -5.086 7.360 -0.03
C -1.952 -4.366 5.766 -0.03
C -0.911 -3.519 5.430 -0.24
C -0.887 -2.952 4.162 -0.16
C -1.888 -3.242 3.244 -0.16
C -2.928 -4.089 3.605 -0.11
C -2.969 -4.654 4.870 -0.27
C -1.864 -2.668 1.849 0.79
O -2.663 -3.036 1.018 -0.62
O -0.827 -1.868 1.653 -0.71
H -0.135 -3.302 6.154 0.22
H -0.095 -2.271 3.877 0.25
H -3.702 -4.289 2.874 0.23
H -3.778 -5.310 5.165 0.22


2.
57
Properties=species:S:1:pos:R:3:nbo_charge:R:1 method="wB97M-V/def2-TZVPD" total_energy_ev=-77511.5795 gap_ev="7.9 / 7.2" multiplicity=5 lumo_energy_ev="-0.1 / -0.1" e_above_lowest_ev=0.0000 molar_mass_g_mol=496.273
Fe -2.376 -0.465 -0.454 1.56
N -4.109 -1.892 -0.084 -0.88
C -4.470 -2.522 -1.359 -0.35
C -3.640 -1.988 -2.526 0.77
O -3.806 -2.507 -3.611 -0.65
O -2.801 -1.036 -2.253 -0.86
H -3.908 -2.583 0.628 0.39
H -4.859 -1.314 0.267 0.38
H -5.520 -2.361 -1.605 0.21
H -4.314 -3.599 -1.308 0.22
C 4.909 -1.643 1.278 -0.62
C 4.718 -0.874 -0.023 -0.02
C 5.629 0.340 -0.082 -0.40
C 5.451 1.071 -1.400 -0.42
C 4.010 1.457 -1.579 -0.01
C 3.656 2.560 -2.319 -0.24
C 2.315 2.899 -2.476 0.39
F 2.017 3.981 -3.221 -0.32
C 1.316 2.171 -1.905 -0.25
C 1.651 1.047 -1.137 -0.07
C 0.569 0.257 -0.537 0.52
O -0.612 0.649 -0.667 -0.74
C 0.976 -0.905 0.173 -0.32
C 2.308 -1.165 0.315 0.15
N 3.307 -0.437 -0.206 -0.34
C 2.994 0.688 -0.972 0.14
C 0.028 -1.870 0.849 0.79
O 0.446 -2.498 1.823 -0.70
O -1.143 -1.964 0.354 -0.84
H 5.978 -1.734 1.469 0.23
H 4.497 -2.649 1.244 0.22
H 4.456 -1.111 2.115 0.22
H 4.961 -1.529 -0.866 0.20
H 6.659 0.005 0.041 0.22
H 5.391 1.005 0.754 0.21
H 5.762 0.417 -2.221 0.22
H 6.079 1.961 -1.447 0.23
H 4.416 3.171 -2.789 0.23
H 0.277 2.430 -2.037 0.25
H 2.581 -2.031 0.898 0.25
N -2.446 0.134 3.948 -0.83
C -2.479 -0.544 2.765 0.80
N -2.301 -1.885 2.798 -0.84
O -2.732 0.060 1.717 -0.75
H -2.030 -0.278 4.765 0.39
H -2.464 1.136 3.886 0.40
H -1.843 -2.275 3.607 0.39
H -1.930 -2.250 1.913 0.44
C -5.039 2.112 0.690 -0.63
C -3.743 2.576 0.074 -0.05
O -3.278 1.576 -0.845 -0.75
H -5.387 2.848 1.416 0.21
H -4.892 1.167 1.208 0.22
H -5.808 1.997 -0.076 0.21
H -2.983 2.759 0.838 0.17
H -3.908 3.502 -0.484 0.17
H -2.537 1.935 -1.347 0.49


3.
51
Properties=species:S:1:pos:R:3:nbo_charge:R:1 method="wB97M-V/def2-TZVPD" total_energy_ev=-41556.7674 gap_ev=8.6 lumo_energy_ev=0.6 e_above_lowest_ev=2.6528 molar_mass_g_mol=375.494 smiles="CCOc1ccccc1[C@H]1SCC(=O)Nc2c1c(=O)[nH]n2C(CC)CC"
C 1.741 1.408 -2.966 -0.62
C 0.224 1.427 -2.863 -0.06
O -0.099 1.570 -1.493 -0.54
C -1.392 1.809 -1.126 0.38
C -2.478 1.583 -1.962 -0.32
C -3.769 1.816 -1.518 -0.19
C -3.986 2.284 -0.239 -0.23
C -2.906 2.520 0.596 -0.18
C -1.607 2.287 0.180 -0.12
C -0.413 2.578 1.067 -0.36
S -0.895 2.859 2.821 0.24
C -1.015 1.135 3.427 -0.64
C -1.698 0.176 2.482 0.69
O -2.847 -0.177 2.584 -0.58
N -0.867 -0.376 1.542 -0.65
C 0.355 0.181 1.185 0.38
C 0.611 1.507 1.005 -0.21
C 2.009 1.643 0.647 0.63
O 2.700 2.612 0.412 -0.64
N 2.456 0.332 0.589 -0.44
N 1.496 -0.570 1.032 -0.22
C 1.549 -1.940 0.546 -0.04
C 1.105 -2.887 1.670 -0.40
C 1.421 -4.344 1.355 -0.61
C 0.755 -2.111 -0.767 -0.43
C 1.580 -2.767 -1.869 -0.60
H 2.152 2.281 -2.468 0.24
H 2.043 1.408 -4.010 0.21
H 2.140 0.522 -2.479 0.20
H -0.189 2.268 -3.435 0.18
H -0.197 0.492 -3.263 0.16
H -2.322 1.221 -2.966 0.22
H -4.599 1.630 -2.183 0.21
H -4.987 2.471 0.116 0.22
H -3.080 2.897 1.591 0.23
H 0.052 3.522 0.765 0.27
H -1.599 1.207 4.344 0.26
H -0.003 0.790 3.649 0.23
H -1.285 -1.067 0.932 0.42
H 3.427 0.060 0.581 0.41
H 2.609 -2.134 0.345 0.21
H 0.036 -2.777 1.852 0.21
H 1.626 -2.595 2.584 0.21
H 1.137 -4.973 2.194 0.22
H 2.486 -4.477 1.174 0.20
H 0.876 -4.682 0.479 0.20
H -0.142 -2.707 -0.584 0.20
H 0.435 -1.125 -1.111 0.22
H 1.921 -3.754 -1.566 0.21
H 0.983 -2.875 -2.771 0.22
H 2.451 -2.160 -2.109 0.21


4.
52
Properties=species:S:1:pos:R:3:nbo_charge:R:1 method="wB97M-V/def2-TZVPD" total_energy_ev=-34814.9471 gap_ev=9.0 lumo_energy_ev=0.7 e_above_lowest_ev=4.6635 molar_mass_g_mol=375.425 smiles="COc1ccccc1OCc1cc(C(=O)NCCN2CCC[C@@H](O)C2)no1"
C 0.545 3.519 -5.069 -0.25
O 1.225 2.731 -4.124 -0.50
C 1.276 1.386 -4.322 0.33
C 0.724 0.712 -5.399 -0.30
C 0.835 -0.668 -5.498 -0.22
C 1.498 -1.382 -4.524 -0.22
C 2.057 -0.722 -3.437 -0.27
C 1.956 0.652 -3.326 0.23
O 2.476 1.408 -2.305 -0.47
C 3.093 0.755 -1.233 -0.11
C 2.135 -0.062 -0.426 0.29
C 0.773 -0.042 -0.329 -0.32
C 0.492 -1.065 0.611 0.05
C -0.840 -1.465 1.133 0.67
O -1.855 -0.866 0.832 -0.63
N -0.787 -2.552 1.928 -0.59
C -1.891 -2.931 2.774 -0.23
C -1.794 -2.201 4.128 -0.21
N -1.858 -0.776 3.887 -0.48
C -0.687 -0.004 4.237 -0.21
C -0.728 1.320 3.478 -0.41
C -1.997 2.086 3.835 -0.42
C -3.244 1.216 3.600 0.10
O -3.542 1.046 2.243 -0.74
C -3.077 -0.130 4.320 -0.24
N 1.605 -1.622 1.028 -0.13
O 2.626 -1.013 0.388 -0.26
H 1.007 3.450 -6.060 0.17
H 0.625 4.543 -4.707 0.20
H -0.512 3.243 -5.140 0.18
H 0.199 1.253 -6.169 0.22
H 0.396 -1.175 -6.344 0.21
H 1.585 -2.455 -4.595 0.22
H 2.567 -1.301 -2.684 0.22
H 3.500 1.560 -0.610 0.22
H 3.930 0.120 -1.560 0.20
H 0.072 0.584 -0.837 0.26
H 0.135 -2.887 2.168 0.41
H -1.889 -4.014 2.912 0.20
H -2.806 -2.621 2.265 0.23
H -0.848 -2.471 4.612 0.19
H -2.610 -2.538 4.777 0.19
H 0.207 -0.565 3.952 0.20
H -0.639 0.195 5.326 0.16
H 0.155 1.915 3.720 0.21
H -0.719 1.113 2.407 0.21
H -2.077 2.989 3.229 0.22
H -1.969 2.378 4.888 0.20
H -4.117 1.732 4.021 0.18
H -2.923 0.407 1.849 0.50
H -3.923 -0.768 4.058 0.21
H -3.086 0.039 5.414 0.16


5.
50
Properties=species:S:1:pos:R:3:nbo_charge:R:1 method="wB97M-V/def2-TZVPD" total_energy_ev=-48281.6237 gap_ev=8.4 lumo_energy_ev=0.1 e_above_lowest_ev=16.5814 molar_mass_g_mol=375.563 smiles="CCCCNC(=O)CNC(=S)N(Cc1ccccc1)Cc1cccs1"
C 2.472 -1.022 3.073 -0.58
C 1.816 0.204 2.849 -0.52
C 2.729 1.304 2.924 -0.34
C 2.137 2.900 2.876 -0.21
N 1.449 3.132 1.566 -0.62
C 0.157 2.936 1.534 0.67
O -0.643 3.103 2.472 -0.64
C -0.330 2.933 -0.044 -0.29
N -0.851 1.511 -0.223 -0.63
C 0.244 0.604 -0.552 0.34
S 1.769 1.163 -1.056 -0.35
N 0.101 -0.630 -0.849 -0.38
C -1.594 -1.048 -0.664 -0.22
C -1.884 -0.953 0.828 -0.03
C -1.224 -1.210 1.814 -0.24
C -1.482 -1.095 3.026 -0.17
C -2.782 -0.454 3.397 -0.19
C -3.635 -0.237 2.349 -0.20
C -3.277 -0.165 1.060 -0.17
C 0.692 -1.735 -1.317 -0.36
C 0.574 -1.697 -2.794 -0.09
C 1.095 -1.051 -3.910 -0.22
C 0.591 -1.648 -5.060 -0.23
C -0.090 -2.681 -4.943 -0.44
S -0.492 -3.113 -3.407 0.34
H 3.334 -1.180 2.173 0.21
H 3.038 -1.222 4.142 0.21
H 1.729 -1.810 3.251 0.21
H 1.121 0.350 3.621 0.21
H 1.346 0.330 1.907 0.22
H 3.563 1.300 2.171 0.20
H 3.566 1.397 3.959 0.18
H 1.424 3.028 3.629 0.22
H 2.813 3.577 3.110 0.19
H 2.001 2.750 0.833 0.42
H -1.316 3.633 -0.266 0.21
H 0.202 3.512 -0.642 0.23
H -1.651 1.267 0.249 0.42
H -2.159 -0.504 -1.394 0.23
H -1.416 -1.992 -1.018 0.20
H -0.255 -2.098 1.739 0.18
H -1.101 -1.429 3.926 0.23
H -3.220 -0.436 4.454 0.23
H -4.675 0.535 2.668 0.19
H -3.741 0.085 0.340 0.17
H 0.753 -2.692 -0.747 0.25
H 1.660 -1.063 -1.270 0.29
H 1.582 -0.364 -3.691 0.19
H 1.002 -1.054 -6.027 0.22
H -0.548 -3.103 -5.811 0.24